a:
Here is a cluster of 5 separate species, C5H20O5 in total from OMol25. Energies are from ωB97M-V/def2-TZVPD.

Computed properties:
frontier orbital gap = 10.364 eV
LUMO energy = 0.587 eV
2S+1 = 1

XYZ file:
```
30
C5H20O5 ωB97M-V/def2-TZVPD
C 9.5755 4.4812 13.9354
O 10.8065 4.0785 13.3576
H 8.7988 3.7208 13.8258
H 9.7267 4.6487 15.0002
H 9.2503 5.4291 13.4990
H 10.6441 3.9092 12.4133
C 11.2973 3.3874 9.9885
O 10.1201 3.0899 10.7488
H 11.6082 2.5584 9.3475
H 11.2116 4.2708 9.3538
H 12.0938 3.5599 10.7158
H 9.3575 3.4087 10.2544
C 13.0209 6.4811 14.8988
O 12.6109 6.4153 13.5446
H 12.1755 6.4189 15.5927
H 13.7883 5.7505 15.1599
H 13.4267 7.4870 15.0341
H 12.1469 5.5724 13.4093
C 12.4767 3.4807 16.5945
O 12.9641 2.6768 17.6841
H 11.6330 2.9336 16.1590
H 12.0868 4.4282 16.9672
H 13.2376 3.6203 15.8310
H 13.8582 2.4091 17.4661
C 9.2267 5.5942 18.0430
O 9.7342 6.9053 17.8675
H 8.9232 5.0722 17.1386
H 10.0315 4.9767 18.4632
H 8.3788 5.5726 18.7342
H 10.0552 7.2131 18.7163
```


b:
Here is a cluster of 5 separate species, C5H20O5 in total from OMol25. Energies are from ωB97M-V/def2-TZVPD.

Computed properties:
frontier orbital gap = 10.544 eV
LUMO energy = 0.558 eV
2S+1 = 1

XYZ file:
```
30
C5H20O5 ωB97M-V/def2-TZVPD
C 27.2272 9.6749 22.8262
O 27.1840 9.2683 21.4622
H 27.3602 10.7537 22.9071
H 26.3875 9.2268 23.3576
H 28.0902 9.2089 23.3018
H 28.0623 9.5317 21.1779
C 22.9135 -0.1653 14.1505
O 23.2154 1.1161 14.6724
H 23.1395 -0.8849 14.9374
H 21.8488 -0.2989 13.9593
H 23.4663 -0.5044 13.2744
H 22.7145 1.2224 15.4844
C 26.6072 5.7474 12.5423
O 26.7879 5.6838 11.1457
H 25.6018 5.4666 12.8562
H 27.3736 5.1755 13.0654
H 26.7473 6.8218 12.6611
H 27.6822 5.9649 10.9391
C 23.9510 7.2853 16.7993
O 25.2246 7.0891 17.3170
H 23.3018 7.7559 17.5376
H 24.0347 7.9702 15.9555
H 23.5144 6.3756 16.3870
H 25.3175 7.4888 18.1849
C 19.9733 10.9600 21.2836
O 19.8895 11.8005 22.4029
H 19.5611 10.0390 21.6957
H 19.2171 11.3284 20.5904
H 20.9880 10.8410 20.9038
H 20.4267 12.5795 22.2413
```


c:
Here is a cluster of 5 separate species, C5H20O5 in total from OMol25. Energies are from ωB97M-V/def2-TZVPD.

Computed properties:
frontier orbital gap = 10.012 eV
LUMO energy = 0.605 eV
2S+1 = 1

XYZ file:
```
30
C5H20O5 ωB97M-V/def2-TZVPD
C 1.2808 -3.6796 -0.1486
O 2.1771 -2.8572 0.5470
H 1.7562 -4.4649 -0.7362
H 0.5732 -4.1328 0.5456
H 0.7315 -3.0304 -0.8306
H 2.9282 -2.6307 -0.0063
C 0.7268 0.6441 0.5029
O -0.1696 1.3165 -0.3613
H 0.0940 -0.0627 1.0396
H 1.4694 -0.0065 0.0410
H 1.2714 1.1598 1.2938
H 0.2438 1.5061 -1.2067
C -2.5625 -0.9813 -0.2182
O -2.4933 -0.0282 -1.2655
H -3.0169 -0.5041 0.6501
H -3.2061 -1.7848 -0.5764
H -1.5757 -1.3559 0.0537
H -1.7449 0.5413 -1.0727
C -0.6350 0.9618 3.6954
O -1.6815 0.4293 2.9169
H -0.4415 2.0142 3.4876
H -0.7236 0.8060 4.7705
H 0.2671 0.4271 3.3983
H -1.5715 -0.5237 2.9538
C 1.1973 3.0108 -3.1517
O 0.7090 1.6680 -3.0248
H 2.1575 2.9995 -3.6675
H 0.4810 3.6937 -3.6084
H 1.5237 3.3997 -2.1872
H 0.2341 1.4651 -3.8341
```


Name the most stable of them. a.


a:
Here is a cluster of 2 separate species, C2H2O3 in total from OMol25. Energies are from ωB97M-V/def2-TZVPD.

Computed properties:
frontier orbital gap = 10.997 eV
LUMO energy = 0.670 eV
2S+1 = 1

XYZ file:
```
7
C2H2O3 ωB97M-V/def2-TZVPD
C 1.2523 0.3408 -0.1177
C -0.9939 -0.6842 0.3736
O 0.5580 1.2631 0.1395
O -2.1337 -0.1731 0.7996
O -1.8288 -0.3870 -0.5496
H 1.9703 -0.2052 0.4753
H 1.1758 -0.1543 -1.1207
```


b:
Here is the molecule C2H2O3 from OMol25. Energies are from ωB97M-V/def2-TZVPD.

Computed properties:
frontier orbital gap = 9.814 eV
LUMO energy = -1.136 eV
2S+1 = 1

XYZ file:
```
7
C2H2O3 ωB97M-V/def2-TZVPD
O -1.8126 0.0986 -0.0731
C -0.8733 -0.6399 0.1097
C 0.5098 -0.1064 0.0587
O 1.5303 -0.7736 -0.0459
O 0.6813 1.2396 -0.0233
H -0.8291 -1.7180 -0.0737
H -0.1832 1.6787 0.2006
```


c:
Here is a structure of composition C2H2O3 from OMol25. Energies are from ωB97M-V/def2-TZVPD.

Computed properties:
frontier orbital gap = 9.719 eV
LUMO energy = -0.931 eV
2S+1 = 1

XYZ file:
```
7
C2H2O3 ωB97M-V/def2-TZVPD
C -0.0828 -1.1093 0.3800
C 0.4612 1.8014 -0.6952
O 0.6096 -1.0765 1.3191
O -0.1101 2.1025 0.2978
O -0.1843 -0.4050 -0.7765
H -0.7371 -1.9390 0.3782
H 0.0434 0.6259 -0.9034
```


Name the most stable of them. b.


a:
Here is a cluster of 2 separate species, C2H8O in total from OMol25. Energies are from ωB97M-V/def2-TZVPD.

Computed properties:
frontier orbital gap = 11.156 eV
LUMO energy = 0.868 eV
2S+1 = 1

XYZ file:
```
11
C2H8O ωB97M-V/def2-TZVPD
C 1.9352 0.4220 0.0103
O 3.0779 -0.3461 -0.2055
H 1.9948 0.8446 1.0343
H 0.9348 -0.2022 -0.0235
H 1.9018 1.1756 -0.7856
H 2.9909 -1.2778 0.1976
C -2.5677 -0.1188 -0.1428
H -2.9020 0.7957 -0.7456
H -1.4974 -0.1580 -0.0250
H -2.9616 -1.1002 -0.2647
H -2.9068 -0.0347 0.9505
```


b:
Here is a cluster of 2 separate species, C2H8O in total from OMol25. Energies are from ωB97M-V/def2-TZVPD.

Computed properties:
frontier orbital gap = 12.437 eV
LUMO energy = 0.891 eV
2S+1 = 1

XYZ file:
```
11
C2H8O ωB97M-V/def2-TZVPD
C -0.0432 -0.2333 -1.0761
C 1.4178 -0.0916 -0.7267
H -0.3072 -0.0649 -2.1248
H -0.3458 -1.2341 -0.9515
H -0.6650 0.4438 -0.4960
H 2.0444 -0.8282 -1.2371
H 1.5891 -0.1790 0.3341
H 1.8329 0.8533 -1.0814
O -1.7085 0.5900 2.1251
H -2.1444 -0.2644 2.2496
H -1.6702 1.0083 2.9849
```


Name the most stable of them. b.


a:
Here is the molecule CH2FOPS from OMol25. Energies are from ωB97M-V/def2-TZVPD.

Computed properties:
frontier orbital gap = 8.988 eV
LUMO energy = -0.739 eV
2S+1 = 1

XYZ file:
```
7
CH2FOPS ωB97M-V/def2-TZVPD
C 0.1793 1.1366 0.8885
P 0.1828 1.0237 -0.7904
S -0.4466 -1.1858 -0.4243
O -1.6527 -1.3258 -1.2026
F 0.9943 -1.9058 -1.2796
H 0.5510 2.0694 1.3174
H 0.1919 0.1877 1.4910
```


b:
Here is the molecule CH2FOPS from OMol25. Energies are from ωB97M-V/def2-TZVPD.

Computed properties:
frontier orbital gap = 8.938 eV
LUMO energy = -0.328 eV
2S+1 = 1

XYZ file:
```
7
CH2FOPS ωB97M-V/def2-TZVPD
O 0.2703 -0.2082 -2.1307
S 0.1048 0.7486 -1.0043
P -1.3600 -0.0444 0.4584
F -1.3035 1.4298 1.2125
C 0.5243 -0.4569 0.4278
H 0.7164 -1.4000 -0.2520
H 1.0476 -0.0690 1.2882
```


Name the most stable of them. b.


a:
Here is a structure of composition C7H14N2 from OMol25. Energies are from ωB97M-V/def2-TZVPD.

Computed properties:
frontier orbital gap = 10.021 eV
LUMO energy = 0.817 eV
2S+1 = 1

XYZ file:
```
23
C7H14N2 ωB97M-V/def2-TZVPD
C -0.7439 -0.4521 -2.1886
C 0.7706 2.3387 0.0207
C 0.0543 -0.8944 -1.0014
N 0.9191 1.8159 1.1042
C 0.4483 2.7329 -1.1766
C 1.3798 -0.9346 -0.9983
H 1.2519 -0.8490 5.1161
H 1.6167 2.1333 1.7674
H -1.5079 -1.1878 -2.4177
H -1.2352 0.4952 -1.9768
H -0.1007 -0.3278 -3.0566
H -0.2853 3.4985 -1.3242
H 0.9261 2.3278 -2.0431
H 1.9326 -1.2412 -0.1263
H 1.9658 -0.6477 -1.8561
C -1.8010 -0.3856 0.6574
C -0.7111 -1.3059 0.2038
N -0.5067 -2.3649 0.8604
H 0.2502 -2.9467 0.5056
H 1.5845 -1.3255 5.6347
H -2.1818 -0.7239 1.6159
H -1.4124 0.6266 0.7494
H -2.6140 -0.3817 -0.0700
```


b:
Here is the molecule C7H14N2 from OMol25. Energies are from ωB97M-V/def2-TZVPD.

Computed properties:
frontier orbital gap = 9.385 eV
LUMO energy = 0.777 eV
2S+1 = 1

XYZ file:
```
23
C7H14N2 ωB97M-V/def2-TZVPD
C -2.4924 -1.9577 -0.0922
N -2.0388 -0.7576 -0.3889
N -1.7360 0.1183 0.7661
C -0.6972 0.9683 0.1386
C -1.4554 1.9500 -0.6004
C 0.4898 1.2901 0.7450
C 0.7762 0.5577 -0.4513
C 1.4062 -0.7552 -0.1267
C 2.8923 -0.8883 -0.0127
H -2.9189 -2.1582 0.9145
H -2.8784 -2.6895 -0.8146
H -1.2270 -0.6821 1.3557
H -2.5223 1.6290 -1.1182
H -0.3066 2.1599 -1.1759
H -1.6009 2.6898 0.3258
H 0.7034 2.3908 0.6292
H 0.4076 0.7286 1.8321
H 1.0122 1.0925 -1.4387
H 1.2068 -1.4349 0.9200
H 1.0875 -1.4487 -0.9718
H 2.6978 -1.9536 0.2175
H 3.5012 -0.7479 -1.1523
H 3.6930 -0.1016 0.4991
```


c:
Here is the molecule C7H14N2 from OMol25. Energies are from ωB97M-V/def2-TZVPD.

Computed properties:
frontier orbital gap = 8.842 eV
LUMO energy = 0.904 eV
2S+1 = 1

XYZ file:
```
23
C7H14N2 ωB97M-V/def2-TZVPD
C 1.9479 1.9188 -0.1728
C 1.8024 0.6734 0.2967
N 2.8635 -0.1299 0.6564
C 0.1215 0.1113 0.6077
N -0.4004 0.6269 1.7464
C -0.1849 -0.5137 -0.4780
C 0.4690 -1.1503 -1.6539
C -1.8784 -1.0254 -0.3133
C -2.8978 0.0566 -0.0333
H 1.0831 2.5187 -0.4414
H 2.9204 2.4012 -0.2573
H 3.7540 0.3418 0.7941
H 2.6515 -0.8180 1.3670
H 0.1964 1.3241 2.1800
H -0.7612 -0.0744 2.3804
H 0.0092 -0.7790 -2.5747
H 1.5396 -0.9433 -1.6937
H 0.3287 -2.2349 -1.6203
H -2.0836 -1.4541 -1.2983
H -1.9409 -1.8469 0.4036
H -3.9056 -0.2752 -0.3131
H -2.9488 0.3112 1.0284
H -2.6855 0.9613 -0.6106
```


d:
Here is the molecule C7H14N2 from OMol25. Energies are from ωB97M-V/def2-TZVPD.

Computed properties:
frontier orbital gap = 8.183 eV
LUMO energy = 0.896 eV
2S+1 = 1

XYZ file:
```
23
C7H14N2 ωB97M-V/def2-TZVPD
C -2.4268 -1.3092 -1.3042
C -1.3456 -0.8415 -0.3599
N -1.8026 -0.4391 0.8889
C -0.0551 -0.8259 -0.7409
C 1.0223 -0.2796 0.0878
C 2.0072 -1.2960 0.6011
C 1.0920 1.0393 0.3563
C 0.4494 2.0584 -0.5656
N 1.7888 1.5768 1.4305
H -3.1250 -0.4880 -1.5030
H -2.9909 -2.1371 -0.8624
H -2.0241 -1.6443 -2.2646
H -1.1098 0.0815 1.4221
H -2.7055 0.0237 0.8685
H 0.2458 -1.2176 -1.7109
H 1.5162 -2.1854 1.0042
H 2.6555 -1.6077 -0.2284
H 2.6674 -0.8950 1.3764
H 1.1045 2.9328 -0.6605
H 0.3378 1.6671 -1.5843
H -0.5243 2.3862 -0.1966
H 1.8216 0.9302 2.2181
H 1.4011 2.4701 1.7272
```


Name the most stable of them. d.